Computed, not measured: the molecule C17H25N3O3, with ωB97M-V with the def2-TZVPD basis set.

XYZ file:
```
48
Properties=species:S:1:pos:R:3:nbo_charge:R:1
H 0.45828 -4.62685 -0.27268 0.401
C 0.60382 -1.43319 -1.32205 -0.152
C 0.19576 -1.88522 3.20583 0.704
H 0.71292 1.94788 2.32738 0.223
H -2.83803 2.86625 0.12970 0.214
C 0.52180 -0.22684 0.80147 0.687
H 0.12910 -3.17227 0.60236 0.435
H -1.06394 -1.33172 -2.68412 0.206
C 1.02371 1.36066 -2.62513 -0.155
H 1.98416 -2.31868 4.27743 0.239
H -0.99213 4.32852 2.09470 0.198
C -2.44518 2.27304 0.95106 -0.609
H 1.86662 3.32317 -2.61561 0.214
H -2.91721 2.60784 1.87272 0.201
N 0.15534 -0.53838 3.16534 -0.596
H 0.59820 -1.95818 5.31661 0.227
H 0.74044 -0.00436 3.78836 0.404
C 0.70184 -2.96662 -1.39189 0.665
N -0.08709 -0.95506 -0.14946 -0.613
C -1.43318 2.62671 -2.57169 -0.213
H 0.70238 -3.52119 4.47689 0.242
N 0.36605 -3.62422 -0.27152 -0.827
C -0.06124 -0.90523 -2.60380 -0.412
C 0.91190 -2.45807 4.40383 -0.710
C -0.27247 3.37931 -2.58254 -0.226
H 0.49808 4.05951 1.18401 0.212
H -0.32383 4.45819 -2.57568 0.214
C -0.37056 0.15061 1.99704 -0.123
C -0.33491 1.65960 2.21226 -0.395
H -0.48072 2.06875 0.11002 0.212
H -0.87070 1.90973 3.13125 0.205
H -1.05437 -1.21675 -0.04263 0.406
O 1.69331 0.08861 0.76742 -0.637
O 1.05286 -3.52245 -2.41118 -0.630
H -2.27566 0.66330 -2.56354 0.208
H 1.98567 0.87112 -2.65516 0.206
C -0.13650 0.59478 -2.60795 -0.037
C -1.36349 1.24391 -2.57556 -0.215
H -1.39210 -0.20954 1.83860 0.206
C 0.95683 2.74138 -2.60685 -0.220
H 0.52655 -1.26769 -3.44900 0.251
C -0.58010 3.92186 1.17318 -0.601
H 1.62659 -1.04407 -1.24843 0.257
O -0.33026 -2.57182 2.34476 -0.674
C -0.93056 2.44208 1.03566 -0.211
H -0.98631 4.48337 0.33606 0.210
H -2.39665 3.11597 -2.56056 0.212
H -2.72295 1.23706 0.77645 0.199
```

Orbital gap in eV: 9.6
Total charge: 0
LUMO in eV: 0.592
Highest occupied orbital energy in eV: -9.034

Computed, not measured: a cluster of 12 separate species, C85H188N10O15P2 in total at a distorted geometry, with ωB97M-V with the def2-TZVPD basis set.

XYZ file:
```
300
Properties=species:S:1:pos:R:3:mulliken_charge:R:1
H -9.59733 -3.64611 11.74554 0.471
C -2.86554 2.43893 10.50723 -1.224
H 6.36404 -7.92441 3.18793 0.332
H 9.91325 6.77500 -3.32559 0.353
H -3.97580 2.48338 -9.73564 0.350
O -4.98941 -12.02100 1.38092 -0.653
C -3.30720 1.45403 -11.56560 -0.394
C -11.12667 -2.07436 12.05667 -0.704
H -8.12691 -10.09905 -6.99319 0.359
H -10.30159 -4.92295 7.35841 0.281
C 0.84994 -0.02184 -1.41827 -0.963
H 10.67584 -6.13892 6.06358 0.480
H 10.64697 -1.18241 5.15132 0.324
H -4.61546 -9.07934 -3.45866 0.357
C -12.17564 -4.10667 9.66554 -0.918
H -5.04370 -10.27177 -6.25398 0.494
H -12.30610 -3.78461 8.63241 0.493
H -1.99297 -2.81611 -10.65822 0.284
H 7.34513 -7.76111 5.31430 0.460
H -1.42114 -3.15672 0.04124 0.378
H 11.14822 8.00773 1.71658 0.376
H 9.64742 14.87323 -5.65670 0.337
H 0.23630 6.02556 6.72205 0.651
C 9.78127 -6.56857 8.57078 -1.343
C -0.02117 8.15941 7.18274 -0.817
O 7.29015 -4.73044 -4.37022 -0.685
C -9.52428 -4.33713 7.84903 -0.194
H -3.76506 1.91435 10.82937 0.341
H -4.02546 7.54141 2.94407 0.364
H -2.54451 -0.94745 1.04487 0.435
H 9.84432 8.33549 -0.09975 0.307
H -14.45901 -5.86820 9.52143 0.375
C -3.97489 0.11693 -11.41823 -0.305
H -12.12627 -6.21081 10.63286 0.405
H -11.46321 -5.98669 8.99471 0.149
H -5.75402 -12.30697 -6.03659 0.238
H 10.35933 -6.46739 3.18878 0.319
H 8.01758 12.48733 -6.66953 0.348
C -3.33658 7.44666 7.44768 -0.840
C -3.76657 5.97566 4.29289 -1.137
H 10.38858 3.59247 -3.68122 0.337
C 9.69042 -6.60477 6.06977 -1.028
C 8.89382 -4.73283 4.49431 -0.767
H -2.83185 3.32600 11.13973 0.345
H 13.77503 6.49783 -3.93695 0.328
N -4.16370 -2.20676 -12.64698 0.492
H -12.99039 -3.71162 10.27235 0.459
H -7.48377 0.26955 -14.81303 0.327
C -1.64863 -1.01083 0.42723 -0.568
H -6.95637 -14.37783 -6.67210 0.391
H -4.59760 6.27214 4.93286 0.427
H 8.16834 -4.16973 5.08143 0.538
C -1.00611 0.28845 -3.00720 -0.954
H -7.15885 -9.50246 -2.96118 0.464
H -3.25524 3.49075 -10.88798 0.390
H 10.52264 7.92087 -6.18193 0.658
H -3.95901 4.90423 4.34872 0.522
H -2.67571 7.13854 9.42030 0.276
C -4.40237 -9.74037 -4.29874 -0.326
H -3.91385 -3.79176 -14.11613 0.372
O -8.65027 -1.46620 -6.76573 -0.674
H -5.27416 8.48742 9.16060 0.366
H -8.84974 -7.59269 -3.64986 0.463
H -11.81940 -1.72041 9.19807 0.396
H 1.33158 -1.53781 0.05783 0.466
H -12.86135 -8.23549 8.47054 0.329
C -2.35201 6.36253 4.82932 -0.552
H 12.04798 10.44695 -5.72428 0.588
H 3.15150 1.78414 0.62296 0.340
H -0.81512 -1.00858 1.12961 0.258
H 9.88932 -2.80472 2.71481 0.284
O 2.99955 -2.25535 8.26079 -0.668
C 8.43406 -7.37605 2.62700 -0.624
H -6.62634 -14.35636 -5.02209 0.365
H 12.22130 11.02514 -4.14884 0.524
H -2.79672 8.38427 7.31535 0.246
H 11.40699 8.09148 -1.85516 0.123
C -7.22129 -13.82946 -5.76810 -1.493
C 9.10555 14.35059 -6.44494 -1.340
H -2.74185 -4.35982 -10.46643 0.397
H -3.14813 6.17411 2.20758 0.374
H -7.46517 -1.14073 -15.81108 0.302
C -1.66211 -2.22960 -0.47881 -0.588
C -8.85887 -8.49480 -5.73621 -0.650
H 9.82267 14.21308 -7.25421 0.335
N -5.00288 -10.94812 1.91035 1.000
H -7.15986 -8.73129 -6.92511 0.324
C -12.26289 -5.70213 9.67856 -0.376
H 6.54876 -6.23632 2.86033 0.342
N 2.65959 -1.85788 7.22289 1.088
H 7.57171 13.47430 -5.30410 0.362
C -0.72150 -1.94812 -1.64197 -0.596
H -6.01662 -2.98834 -13.31489 0.498
O 2.96488 6.03129 -4.10220 -0.662
C 13.55083 8.03559 -5.24215 -0.582
O -4.02406 -10.20071 1.80179 -0.677
C -2.32282 4.26554 8.67449 -0.598
H -2.50855 0.35522 -1.06426 0.459
H 11.99081 7.37925 0.41856 0.369
H 9.60666 -7.63452 8.71699 0.345
C 9.59337 -7.08408 3.65899 -0.557
H -5.35337 -8.66654 -5.97595 0.482
C -3.34179 -0.82547 -12.43678 -1.207
C 3.09977 -0.31407 -0.17638 -0.755
H -1.33442 -3.90146 -12.79772 0.348
H -4.48348 -10.77053 -3.95192 0.295
H 9.82272 -7.68505 6.12977 0.444
H -7.14460 -12.02749 -6.89289 0.347
C -8.74942 -8.50050 -4.24477 -0.723
H -2.50450 -10.07600 -5.32936 0.306
C 9.98335 -1.53749 4.36289 -1.255
C 1.59521 -0.49481 -0.11757 -0.417
C 7.49196 -6.82796 4.77045 -0.807
H -1.12967 1.10424 -0.22153 0.293
H 15.34454 7.38330 -4.32021 0.340
H 11.53043 -2.65241 3.34748 0.315
H -1.68158 -10.36123 -3.03574 0.349
H -5.23875 4.81007 2.43476 0.315
H -13.48737 -5.99733 8.02591 0.284
N -6.89015 -9.89319 -5.08566 0.554
H -6.68412 -8.08918 -3.88144 0.509
H -1.26565 4.02385 8.78439 0.395
H 9.06499 -1.73001 4.91755 0.324
H -2.30161 1.37210 -11.15307 0.291
C 9.28040 10.77729 -5.37598 -1.093
H 10.98374 -4.74316 3.97983 0.406
C 7.06076 -7.09338 3.29782 -0.683
C 9.93281 7.90239 -5.26549 -1.430
H 3.51872 -0.77861 0.71625 0.346
H -1.52426 6.04582 4.19477 0.557
H 1.42965 0.14659 0.74804 0.287
H -9.57528 -5.19492 9.95300 0.633
H -4.90381 2.80040 -11.21550 0.362
C -5.84510 -1.07586 -14.37948 -0.175
H 10.84730 -6.35012 8.50781 0.349
H -0.77345 1.32350 -2.75699 0.443
H -1.00802 8.82801 5.28868 0.096
H -5.26597 -1.47045 -15.21434 0.448
H 0.58236 6.99075 4.67496 0.234
H -2.42040 -8.89484 -2.51980 0.385
C 10.32868 6.65025 -4.32557 0.057
H 9.34764 -6.05995 9.43180 0.390
C -1.55507 0.16383 -0.57197 -0.608
H 11.57939 4.17958 -4.89378 0.334
H -6.10919 6.18913 3.07613 0.331
H 6.80210 -6.14754 5.26967 0.474
H 11.38551 6.55970 -4.07453 -0.116
H -6.15163 -1.57120 -12.30647 0.521
C -13.55217 -6.27843 9.07704 -0.561
O 2.61886 -0.69181 6.98720 -0.710
H -2.08095 0.13037 -3.09579 0.381
C -3.30102 -3.08671 -13.55449 -0.587
C 10.64476 9.07347 -0.15249 -0.455
H 8.91932 9.16450 -2.25077 0.601
C 13.22554 9.19977 -4.28539 -0.527
H -3.92682 -0.30120 -10.41275 0.332
H -0.48375 6.27894 8.34571 0.504
H -9.83332 -3.35863 7.48141 0.396
H 14.58591 6.29971 -5.50893 0.376
C -5.33971 -9.61383 -5.43692 -1.251
C 9.43150 12.25146 -4.98793 -0.470
H -2.27789 -0.99581 -12.27190 0.614
H -4.51114 8.26477 10.69093 0.389
N -0.61659 -0.37598 -1.65157 0.143
H 8.23353 10.47754 -5.42412 0.551
H -2.49485 3.91720 6.42429 0.791
C 12.00441 10.10441 -4.69042 -1.258
P 10.27872 9.57812 -4.39098 1.069
C -10.81431 -1.13883 10.95667 -0.602
H -11.46510 -0.27675 10.81042 0.371
C -7.22598 -11.40186 -4.76521 -0.698
H 8.46794 -4.77803 3.49196 0.472
H 8.92349 -4.97428 7.22615 0.389
C -6.83431 -12.33382 -5.89391 -0.274
C 10.52277 4.09111 -4.64115 -1.384
H 3.20786 1.61002 -1.07390 0.337
C -2.93107 -9.32431 -4.66520 -0.434
C -0.49298 6.59162 7.30155 -0.999
C -3.90635 2.61967 -10.81484 -1.471
H -8.01172 -1.24742 -14.03375 0.395
H -6.72172 -11.60191 -3.81981 0.502
H -7.31160 -4.33601 7.60522 0.341
H -0.58611 8.82033 7.84011 0.110
H 0.90816 8.31906 7.72949 0.529
H -2.88234 -8.32141 -5.08937 0.346
O 1.61883 7.11082 -2.82413 -0.656
H -5.05478 0.20961 -11.53363 0.314
C -7.29147 -8.99364 -3.91596 -0.944
H -8.66068 -3.76503 9.77607 0.579
C 9.02078 -6.05372 7.34214 -0.232
H 8.69761 5.13589 -4.67742 0.374
H 8.34143 14.97331 -6.91017 0.402
H 4.62623 1.23257 -0.12622 0.364
H 9.76995 10.72077 -2.27803 0.598
H -9.86564 -8.76170 -6.05757 0.333
C -3.64597 7.17794 8.92519 -0.444
H 8.50018 -8.34863 2.13933 0.408
C -13.67945 -7.75964 9.01129 -1.372
O 5.37198 -4.32752 -5.17318 -0.697
H 1.27761 -0.47203 -2.31412 0.425
H 14.08785 8.57165 -6.02468 0.493
H 10.41122 10.06727 0.22951 0.356
H -10.23207 -1.60158 8.93173 0.430
P -2.13794 6.22769 6.66111 0.774
O 6.30591 -6.11393 -5.56918 -0.672
H 8.53384 -6.64104 1.82832 0.292
H -2.70230 2.16775 8.34896 0.401
C -2.39646 -3.93748 -12.55513 -0.680
N 8.96858 -6.21339 4.77965 0.390
C -9.55206 -4.26083 9.39172 -1.108
C -5.28624 5.89897 2.42293 -1.328
H -2.65601 -2.35737 -0.90768 0.363
H -2.65412 -2.54210 -14.24225 0.321
H -14.61066 -8.08752 8.54929 0.385
H 0.28845 -2.33393 -1.50317 0.292
C -2.67333 -3.51238 -11.14854 -0.612
O -8.77880 -1.27983 -4.67856 -0.680
H -4.16215 3.08008 8.83480 0.404
H 0.96477 1.04565 -1.60623 0.567
C 0.95735 7.99500 4.87235 -1.255
H -3.30794 1.76634 -12.60989 0.317
H -9.48114 -9.18370 -3.81359 0.299
H 3.55561 -0.96425 -0.92311 0.412
C -3.52718 9.71039 9.43210 -1.215
H -13.63637 -8.09422 10.04778 0.340
H -12.19160 -2.05890 12.28860 0.325
H -10.70597 -1.83813 13.03407 0.419
H 11.89750 9.80470 -1.82285 0.428
H -2.68261 4.91961 9.46874 0.175
C 10.26738 -4.05040 4.42141 -0.710
H 12.63870 7.75053 -5.76643 0.209
N -10.77592 -3.51214 10.08483 0.436
C -1.98981 -9.37973 -3.39592 -1.334
C -10.89348 -1.98771 9.70731 -0.700
H 9.83980 -0.64982 3.74683 0.365
O -6.02515 -10.51396 2.39238 -0.670
H -8.27639 -14.05406 -5.61182 0.366
C 14.39652 6.98876 -4.68585 -1.450
H 0.23991 9.78462 5.79030 0.517
H 10.03434 -8.01529 4.01465 0.426
C -7.34642 -0.81122 -14.77888 -1.181
C -7.76369 -9.36418 -6.27476 -0.562
C -10.65317 -3.41488 11.60468 -0.551
C -4.29479 8.40391 9.63172 -0.764
H 13.15011 8.73517 -3.30225 0.192
H -5.36417 6.27419 1.40252 0.413
H -0.99158 -9.03727 -3.66859 0.381
C 3.54165 1.12794 -0.15505 -1.261
C 10.47963 -2.72578 3.62771 -0.489
H -8.27893 -5.02422 6.24469 0.382
H -4.63385 -3.94145 -11.51816 0.487
H -4.40925 -2.39957 -10.49553 0.444
O 2.45527 -2.66851 6.33649 -0.711
C 9.73207 5.36166 -4.93633 -0.596
H 9.78806 5.51398 -6.01418 0.370
H 1.99332 7.92954 5.20485 0.335
H -8.75510 -7.45131 -6.03362 0.324
H 1.00323 8.48483 3.89968 0.387
H -8.26584 -11.51771 -4.45967 0.454
C 11.08046 9.10796 -1.63550 -0.417
H 12.60202 8.80596 0.87275 0.365
C 8.42727 13.09754 -5.86461 -0.467
C -3.09923 2.92765 9.02207 -0.623
H -9.79018 -0.77080 11.01825 0.310
H -3.87210 10.68269 9.78392 0.416
C 9.86260 9.65557 -2.48984 -1.177
N 6.34558 -5.02612 -5.03492 1.054
H 10.19320 3.32482 -5.34279 0.401
C -4.10037 -3.00654 -11.34658 -0.745
C -2.67438 4.64284 7.21759 -1.267
H -8.09116 -5.83687 7.70575 0.381
H 10.58598 -3.95644 5.45956 0.327
H 9.67663 10.68223 -6.38695 0.545
H 8.89721 7.73343 -5.56060 0.634
H 9.08755 12.43200 -3.96950 0.229
C -0.02816 8.72867 5.75570 -0.097
H -3.53213 10.02821 8.38948 0.291
H -4.23482 6.27541 9.08888 0.384
N 2.66280 7.05404 -3.49015 0.972
H -0.93937 -2.38117 -2.61823 0.357
H -5.48954 -0.08837 -14.08526 0.036
N -8.29229 -1.81442 -5.68200 1.052
C -5.61401 -1.98759 -13.15835 -1.043
C -8.23954 -4.82962 7.31646 -1.518
H -0.29330 -0.03323 -3.76649 0.365
H 10.47275 12.55711 -5.09029 0.311
O 3.42775 8.03660 -3.46874 -0.654
H 14.08680 9.84297 -4.10474 0.595
H -2.56236 -5.01456 -12.57736 0.343
H -4.23579 7.32737 6.84327 0.587
H -2.10513 1.67355 10.66243 0.336
C -3.99618 6.45771 2.83087 -0.407
C 11.62240 8.33499 0.79129 -1.411
O -7.40260 -2.58245 -5.55845 -0.697
H -2.47615 9.73986 9.71945 0.307
H -3.35465 -0.33612 -13.41068 0.417
H 7.97321 -6.33396 7.45234 0.302
H -11.23631 -4.15075 12.15836 0.230
H -2.39911 7.43197 4.62396 0.197
H -3.71489 4.96599 7.18562 0.480
```

Orbital gap in eV: 4.2
Total charge: +2
LUMO in eV: -2.671
Highest occupied orbital energy in eV: -6.907